The following is a DFT calculation (wB97M-V/def2-TZVPD) of a cluster of 7 separate species, C33H62ClN9O8P in total at a distorted geometry.

```
114
C33H62ClN9O8P (wB97M-V/def2-TZVPD)
C -0.328 0.917 5.162
C -1.031 1.417 4.124
N -0.652 0.954 2.790
C -1.161 -0.237 2.293
C -2.137 -1.129 2.994
C -3.545 -0.513 3.030
C -4.005 0.002 4.222
C -5.239 0.592 4.335
C -6.061 0.699 3.240
C -5.628 0.167 2.040
C -4.396 -0.438 1.928
C -4.020 -1.015 0.572
C -0.557 -0.360 1.063
C -0.720 -1.519 0.118
C 0.521 -2.449 0.332
N 0.227 0.743 0.865
Cl 1.074 0.891 -0.584
C 0.168 1.564 1.946
P 1.076 3.155 2.117
N 1.725 3.347 3.508
O 0.046 4.356 1.925
O 2.254 3.277 1.034
H 0.763 1.007 5.153
H -0.783 0.397 6.004
H -1.860 2.111 4.245
H -1.857 -1.238 4.048
H -2.131 -2.137 2.571
H -3.417 -0.045 5.139
H -5.577 0.998 5.272
H -7.034 1.180 3.267
H -6.275 0.242 1.171
H -3.314 -0.391 0.018
H -3.625 -2.021 0.759
H -4.917 -1.178 -0.032
H -0.821 -1.195 -0.921
H -1.583 -2.090 0.442
H 0.491 -3.303 -0.344
H 0.469 -2.777 1.378
H 1.455 -1.886 0.262
H 1.539 2.535 4.087
H -0.552 4.207 1.173
H 2.698 2.426 0.921
C 3.886 7.126 -1.567
C 3.952 8.126 -0.436
O 4.283 9.283 -0.616
N 3.625 7.687 0.812
C 3.212 6.358 1.218
H 4.171 7.621 -2.490
H 4.576 6.301 -1.387
H 2.870 6.743 -1.678
H 3.691 8.404 1.518
H 2.221 6.422 1.674
H 3.915 5.982 1.963
H 3.176 5.671 0.380
C 3.687 -2.149 4.286
C 3.581 -1.483 2.938
O 3.296 -2.101 1.924
N 3.813 -0.144 2.873
C 4.156 0.783 3.941
H 3.475 -3.208 4.173
H 4.694 -2.037 4.688
H 2.962 -1.721 4.981
H 3.726 0.222 1.938
H 3.387 1.552 3.985
H 5.112 1.249 3.704
H 4.227 0.296 4.908
C 4.454 -0.074 -5.279
C 3.238 -0.019 -4.390
O 2.102 -0.031 -4.835
N 3.429 0.044 -3.044
C 4.677 0.068 -2.301
H 4.133 -0.122 -6.315
H 5.063 0.821 -5.146
H 5.045 -0.964 -5.055
H 2.564 0.073 -2.532
H 4.708 -0.788 -1.624
H 4.723 0.984 -1.707
H 5.536 0.031 -2.962
C 2.924 -4.868 -9.104
C 3.952 -4.295 -8.157
O 5.095 -4.715 -8.110
N 3.559 -3.278 -7.342
C 2.256 -2.643 -7.247
H 3.385 -5.664 -9.681
H 2.083 -5.283 -8.547
H 2.570 -4.099 -9.792
H 4.295 -2.947 -6.739
H 2.371 -1.580 -7.465
H 1.888 -2.759 -6.227
H 1.542 -3.079 -7.939
C -0.892 -0.520 -6.742
C -1.677 -1.723 -6.279
O -1.403 -2.319 -5.246
N -2.714 -2.136 -7.052
C -3.190 -1.566 -8.300
H -0.100 -0.311 -6.028
H -0.438 -0.717 -7.715
H -1.542 0.355 -6.802
H -3.193 -2.943 -6.684
H -4.231 -1.263 -8.181
H -3.136 -2.324 -9.083
H -2.600 -0.706 -8.596
C -6.687 -2.308 6.041
C -6.454 -1.290 7.132
O -6.077 -0.150 6.888
N -6.677 -1.676 8.410
C -7.122 -2.971 8.896
H -6.467 -1.852 5.079
H -6.029 -3.168 6.177
H -7.727 -2.634 6.042
H -6.503 -0.948 9.085
H -8.057 -2.844 9.443
H -6.372 -3.373 9.578
H -7.277 -3.672 8.083
```

The value obtained for the total energy is -86822.5203 eV. Its HOMO energy is -10.58 eV. The lowest unoccupied orbital energy is -3.83 eV. As for the charge: +1. Its orbital gap is 6.75 eV.